a) 22
Properties=species:S:1:pos:R:3 method="wB97M-V/def2-TZVPD" multiplicity=1 charge=-1
C 1.70505 -1.33976 -1.57349
C 0.62617 -0.30362 -1.39183
N -0.61881 -0.88388 -0.88610
C -1.47063 1.47284 -0.35550
C -1.47137 -0.00468 -0.01578
C -1.18842 -0.20757 1.51907
O -0.45779 0.80117 2.08618
H 1.29951 -2.33862 -1.72432
H 2.36309 -1.48717 -0.71358
H 2.36136 -1.12057 -2.42196
H 0.40317 0.23044 -2.31067
H 1.01587 0.49063 -0.74073
H -0.34582 -1.66241 -0.29897
H -1.65239 2.03330 0.55436
H -0.46212 1.79832 -0.61678
H -2.18470 1.75767 -1.13386
H -2.47480 -0.38699 -0.26000
H -2.19006 -0.26793 1.98371
H -0.63567 -1.16884 1.61469
H 1.03743 0.94531 1.94947
H 2.27711 0.52188 2.73179
O 2.06383 1.12045 2.00429


b) 22
Properties=species:S:1:pos:R:3 method="wB97M-V/def2-TZVPD" multiplicity=1 charge=-1
C -1.38120 0.59503 0.88100
N -0.52967 1.31291 -0.07115
C 0.76599 0.66819 -0.42830
C 0.30024 -0.66370 -1.14989
C 1.49164 -1.60327 -1.37075
O 2.20283 -2.22556 -0.49833
C -2.65004 1.36754 1.03328
H -1.67184 -0.42732 0.38692
H -0.91291 0.37031 1.75894
H -1.02496 1.52406 -0.89218
H 1.30313 1.34418 -1.04966
H 1.48049 0.27926 0.44416
H -0.38088 -1.10396 -0.63382
H 0.01626 -0.30859 -2.13223
H 1.09598 -2.26445 -2.37044
H 2.29509 -0.88867 -1.61089
H -3.47269 0.76248 1.33975
H -2.31885 2.20995 1.66506
H -2.78313 1.87074 0.12314
H 1.56480 -0.42244 1.83290
H 2.18794 -1.51038 0.95666
O 2.42179 -0.88631 1.78580


c) 22
Properties=species:S:1:pos:R:3 method="wB97M-V/def2-TZVPD" multiplicity=1 charge=-1
C 0.29247 2.24636 1.05535
N -1.01228 1.70157 0.73881
C -0.95998 0.32571 0.18554
C 0.04151 0.16570 -1.00747
C -0.27450 -1.02912 -1.89229
O 0.06535 -2.24115 -1.33087
C -0.59582 -0.64083 1.32525
H 0.92752 2.41629 0.10159
H 0.95006 1.60564 1.64716
H 0.37747 3.23718 1.49810
H -1.49400 2.35947 0.13388
H -1.97620 0.04342 -0.11924
H -0.16466 1.13877 -1.53860
H 1.09780 0.20784 -0.68951
H -1.33408 -1.04824 -2.22576
H 0.28024 -1.03202 -2.88153
H 0.48227 -0.79441 1.35581
H -1.06365 -1.61915 1.14559
H -0.92652 -0.32937 2.32422
H 1.09693 -2.30183 -0.53005
H 2.36132 -1.80782 0.40094
O 1.82875 -2.60403 0.30307


Short version: b) is the least stable of them.


a) 22
Properties=species:S:1:pos:R:3 method="wB97M-V/def2-TZVPD" multiplicity=1 charge=-1
C 1.28995 1.23195 -0.02414
O 0.61368 1.56336 1.09189
C 1.24551 -0.29711 -0.41298
C 0.68096 -0.53743 -1.81022
C -0.86451 -0.49984 -1.95541
C -1.66517 -0.06799 -0.72804
N -1.97606 -1.15737 0.19683
H 0.92157 1.80113 -0.92638
H 2.37080 1.53182 -0.01050
H 2.25057 -0.71656 -0.32525
H 0.65084 -0.70438 0.40656
H 1.12699 0.24260 -2.43919
H 1.09110 -1.45404 -2.25393
H -1.18237 -1.50144 -2.27663
H -1.08407 0.13596 -2.81816
H -1.13074 0.73675 -0.21446
H -2.60385 0.37118 -1.08861
H -1.33831 -1.16419 0.97834
H -1.90320 -2.04391 -0.28281
H 0.08093 -0.74541 2.79089
H 0.53003 0.68283 2.42303
O 0.56904 0.00024 3.18115


b) 22
Properties=species:S:1:pos:R:3 method="wB97M-V/def2-TZVPD" multiplicity=1 charge=-1
C 0.59618 0.32581 -0.39993
N 0.32191 -0.59908 0.69800
C 0.47184 -2.07587 0.30675
O 1.59073 -2.43858 -0.26985
C -0.63192 0.60119 -1.37978
C -1.88250 1.07102 -0.57078
C -1.63583 2.46202 0.01921
H 0.96393 1.27196 -0.00268
H 1.34387 -0.11310 -0.99083
H 0.86059 -0.31034 1.52129
H 0.29931 -2.70595 1.18558
H -0.39426 -2.18403 -0.49667
H -0.83404 -0.32569 -1.93264
H -0.24553 1.35047 -2.04596
H -2.81150 1.03707 -1.15141
H -1.95315 0.41696 0.25232
H -0.75930 2.55995 0.63326
H -2.55259 2.75123 0.60490
H -1.49792 3.23623 -0.76760
H 2.96003 -2.26987 2.41741
H 2.51763 -2.04967 0.81155
O 3.27254 -2.01176 1.55786


Short version: b) is the least stable of them.